No. 1
{"formula": "C12H8FN3O2", "method": "ωB97M-V with the def2-TZVPD basis set", "total_energy_ev": -23854.9171, "smiles": "Cn1nncc1-c1cc(=O)c2cc(F)ccc2o1", "largest_force_ev_per_a": 2.6, "de_lowest_kcal_mol": 0.0, "gap_ev": 8.68, "charge": 0, "elements": ["C", "H", "H", "C", "H", "F", "C", "C", "C", "C", "H", "C", "H", "O", "H", "C", "N", "C", "H", "C", "N", "C", "C", "O", "H", "N"], "xyz": [[2.32983, -0.35764, 1.25224], [-2.48563, 0.24776, -0.55397], [0.96220, -1.25828, -1.71627], [1.66813, -1.22873, -0.88059], [0.69448, 2.17631, 2.90841], [4.66585, -2.99922, 0.14819], [2.04117, 0.60267, 2.32350], [0.07012, 1.31072, 1.06266], [3.66887, -2.07721, 0.18342], [0.88984, 1.42237, 2.16132], [2.93376, -2.82299, -1.72049], [-1.10937, 2.24202, 0.93313], [-0.81553, 3.64311, 2.61228], [2.74256, 0.75733, 3.30807], [-1.63160, 1.23085, -1.75050], [2.76294, -2.10386, -0.90380], [-2.11974, 2.23778, -0.01184], [1.40618, -0.37178, 0.18539], [4.09564, -1.19029, 2.10568], [-1.40797, 3.30023, 1.76219], [-2.57309, 3.90366, 1.30382], [-2.42815, 1.21934, -1.02095], [3.43697, -1.24010, 1.28152], [0.29974, 0.42750, 0.09290], [-3.33128, 1.46964, -1.59132], [-3.00731, 3.21742, 0.28363]]}

=====

No. 2
{"formula": "C25H23N3O2S4W", "method": "ωB97M-V with the def2-TZVPD basis set", "total_energy_ev": -80014.5748, "largest_force_ev_per_a": 4.0, "gap_ev": [6.45, 6.94], "charge": 2, "elements": ["C", "N", "O", "C", "H", "H", "H", "H", "H", "H", "C", "C", "H", "C", "C", "C", "S", "H", "W", "C", "C", "C", "C", "H", "C", "C", "C", "C", "S", "H", "C", "C", "H", "O", "S", "H", "H", "H", "C", "N", "C", "H", "N", "H", "H", "C", "H", "C", "H", "C", "H", "C", "C", "H", "H", "S", "C", "H"], "xyz": [[16.22569, 13.40682, 7.99448], [13.76303, 9.02940, 12.15726], [13.24923, 10.57868, 10.73395], [11.13060, 9.55086, 11.80353], [16.81897, 5.38442, 14.15390], [18.24660, 7.37263, 6.98870], [18.99009, 6.97166, 8.53623], [6.98263, 7.20104, 11.46441], [8.01993, 9.50044, 13.03394], [10.32384, 10.39460, 13.52270], [16.14113, 6.14740, 13.85032], [7.19118, 8.15282, 10.97674], [6.33770, 8.83514, 11.33664], [17.30546, 11.70762, 13.75883], [16.60393, 10.58931, 11.88211], [16.58360, 13.39613, 9.33915], [14.43054, 8.25009, 9.04093], [14.30766, 10.71756, 7.92774], [15.23012, 9.52402, 10.80087], [17.06727, 10.46942, 13.26142], [14.03802, 7.29833, 14.00580], [15.62780, 7.46330, 8.17012], [8.82990, 9.35642, 12.43520], [17.23219, 14.13062, 9.78910], [16.60894, 11.91774, 11.45914], [15.19135, 6.66789, 6.96405], [14.37691, 8.06662, 12.91986], [10.90684, 8.75735, 10.61916], [16.98222, 12.98752, 12.72587], [17.82057, 5.83099, 7.82170], [9.63204, 8.31698, 10.37939], [16.49855, 7.06968, 12.86751], [16.60461, 14.17520, 7.25885], [12.70678, 11.15424, 13.11677], [17.32752, 8.55218, 9.82823], [14.21871, 6.96793, 6.47975], [15.13331, 5.61035, 7.08718], [17.07098, 9.55239, 13.82181], [16.26797, 12.25961, 10.06752], [15.46294, 11.26367, 9.55057], [16.98613, 7.51989, 8.58147], [17.63784, 12.03829, 14.72794], [15.60911, 7.95131, 12.40632], [17.47317, 7.11347, 12.41992], [15.06043, 12.45773, 6.53301], [10.05271, 9.92284, 12.63513], [9.47243, 7.74711, 9.46576], [14.99717, 11.43150, 8.34562], [13.02164, 7.40282, 14.41303], [15.35942, 12.47114, 7.53724], [11.71605, 8.44102, 9.96808], [14.83579, 6.27056, 14.29604], [18.08946, 6.85917, 7.93032], [7.03643, 8.05707, 9.97510], [14.52472, 5.62064, 15.07614], [12.66763, 10.16683, 12.10206], [8.53122, 8.56961, 11.29114], [16.03045, 6.94175, 6.24079]]}

=====

No. 3
{"formula": "C10H9N4S", "method": "ωB97M-V with the def2-TZVPD basis set", "total_energy_ev": -27301.8694, "smiles": "C=C1[C@@H]2c3nscc3-c3n[n+](C)cn3[C@H]12", "largest_force_ev_per_a": 5.6, "de_lowest_kcal_mol": 0.0, "gap_ev": 9.32, "charge": 1, "elements": ["H", "H", "N", "C", "H", "H", "H", "C", "H", "N", "H", "C", "C", "H", "C", "C", "C", "C", "C", "C", "N", "N", "S", "H"], "xyz": [[0.10742, -3.97070, 0.40630], [-2.64510, 3.35357, 0.87648], [-0.25121, -1.58055, -1.01615], [-0.63727, 2.60754, 0.29421], [0.44097, 3.57519, -1.37112], [-1.74077, 2.33062, 2.04903], [1.46274, -3.61021, -0.66177], [-0.87776, 1.99932, -2.14299], [-1.51169, -0.92756, -3.59270], [0.35850, 0.26473, -0.04387], [1.56437, -3.27400, 1.03587], [-0.39557, -0.29075, -1.08359], [0.52873, 1.69551, 0.07452], [1.48364, 1.96275, 0.51578], [-1.67779, 2.74054, 1.09348], [0.98087, -3.23811, 0.13378], [1.02060, -0.69731, 0.53209], [-0.11806, 2.65835, -1.11014], [-0.96399, 0.55661, -2.09917], [-1.44300, 0.16200, -3.37062], [0.63807, -1.85349, 0.02863], [-1.31710, 2.56957, -3.19867], [-1.83314, 1.49293, -4.34383], [1.69827, -0.63350, 1.27397]]}

=====

No. 4
{"formula": "C15H26NO2PTc", "method": "ωB97M-V with the def2-TZVPD basis set", "total_energy_ev": -33028.0940, "s2": 3.769, "multiplicity": 4, "largest_force_ev_per_a": 4.3, "gap_ev": [6.57, 5.86], "charge": 2, "elements": ["H", "H", "C", "H", "Tc", "H", "H", "H", "H", "H", "C", "C", "H", "C", "H", "C", "H", "P", "C", "H", "O", "C", "H", "H", "H", "H", "N", "O", "H", "H", "H", "C", "H", "C", "H", "H", "H", "C", "H", "C", "H", "H", "C", "C", "C", "C"], "xyz": [[-0.24000, 0.71752, -4.02934], [-3.80988, 3.98762, 0.39095], [2.17855, 0.41481, 1.19207], [4.31762, 0.46864, 1.49281], [-0.69406, 0.80139, 1.72132], [0.90296, 1.98470, -2.82566], [-2.49523, -1.96106, -3.26400], [1.40786, -2.30142, 0.38578], [0.07843, -2.39956, -1.69630], [-1.87755, -0.05743, 2.66059], [-3.68942, 2.95164, 0.05125], [-1.96588, -1.40060, -2.47577], [2.87797, 1.84053, -2.29438], [-2.78137, 2.15627, 0.95750], [1.25997, -1.10047, -2.11416], [0.46047, -1.74572, -2.50757], [-1.92459, -0.41065, 1.88674], [0.27780, -1.09618, 2.21635], [3.48845, 0.71149, 0.82558], [-2.55940, -0.52818, -2.17858], [-2.85818, 2.02787, 2.19837], [-0.53869, 0.49636, -2.99523], [1.93152, 0.30124, 3.35790], [1.45367, -3.20078, 1.92793], [0.80902, -2.38580, -3.34196], [4.72399, 1.51122, -0.74690], [-0.65972, -0.94253, -2.96465], [-1.81091, 1.53649, 0.30315], [-0.98954, -2.51419, 3.60520], [-1.56121, 0.87570, -2.87206], [-0.57661, -0.99696, 4.40119], [2.66588, 1.44913, -1.29550], [-0.05137, -3.13859, 0.93193], [0.32519, 1.43543, -2.06303], [0.68026, -2.26563, 4.23292], [-1.81230, -2.06264, -1.61242], [-4.67625, 2.47350, 0.00946], [1.94411, -0.32267, 2.46028], [-3.21817, 2.92631, -0.93405], [3.71874, 1.25850, -0.41659], [-0.38979, 2.18492, -1.67310], [2.65511, -1.13385, 2.62913], [0.81821, -2.56100, 1.27905], [1.32996, 1.10797, -0.96446], [1.06134, 0.69882, 0.37910], [-0.18696, -1.79215, 3.76915]]}